Entry 1:
Entry from the OMol25 dataset: C16H22BrN5Ru as an isolated structure at a distorted geometry (ωB97M-V/def2-TZVPD).

The HOMO energy comes out at -22.125 eV. For the relative energy (zero: lowest compared OMol25 entry of this formula, charge and spin), the calculation gives 23.6 kcal per mole. The net charge is +4. The value obtained for the frontier orbital gap is 0.203 Ha.

Element x y z (Å)
Ru -0.040 0.298 -0.279
C 1.345 2.290 -1.899
C 2.198 1.060 -1.620
N 1.944 0.701 -0.175
C 2.530 -0.600 0.382
C 1.720 -0.901 1.628
C 2.109 -1.407 2.851
C 1.187 -1.358 3.903
C -0.057 -0.731 3.756
C -0.391 -0.246 2.510
C -1.536 0.648 2.071
N -0.926 1.569 1.008
C -1.845 2.360 0.106
C -0.960 3.012 -0.952
N -0.101 1.939 -1.606
N 0.461 -0.449 1.485
H 1.484 2.646 -2.921
H 1.622 3.117 -1.241
H 3.250 1.269 -1.832
H 1.920 0.185 -2.219
H 2.243 1.483 0.418
H 3.586 -0.464 0.626
H 2.464 -1.363 -0.397
H 3.109 -1.794 3.010
H 1.477 -1.736 4.877
H -0.714 -0.602 4.609
H -1.943 1.232 2.898
H -2.363 0.105 1.607
H -0.279 2.214 1.476
H -2.396 3.121 0.666
H -2.582 1.662 -0.303
H -0.288 3.750 -0.512
H -1.569 3.538 -1.688
H -0.539 1.689 -2.491
Br -2.652 -4.863 -3.136
C -1.927 -3.461 -2.315
C -1.458 -3.550 -0.971
C -0.906 -2.470 -0.373
N -0.772 -1.246 -1.027
C -1.239 -1.156 -2.335
C -1.798 -2.205 -2.979
H -1.541 -4.483 -0.427
H -0.547 -2.518 0.644
H -1.137 -0.201 -2.833
H -2.143 -2.084 -3.999



Entry 2:
Entry from the OMol25 dataset: a 2-piece molecular cluster, C6H4N2O5 overall at a distorted geometry (ωB97M-V/def2-TZVPD).

The HOMO energy comes out at -8.843 eV. For the relative energy (zero: lowest compared OMol25 entry of this formula, charge and spin), the calculation gives 0.0 kcal per mole. The SMILES is O=C1C=CC(=O)O1.O=C/C=N\N=O. The value obtained for the frontier orbital gap is 0.291 Ha.

Element x y z (Å)
O 1.473 -2.554 -1.424
C 1.509 -1.397 -1.148
C 2.260 -0.697 -0.070
C 2.028 0.608 -0.187
C 1.088 0.809 -1.320
O 0.616 1.807 -1.761
O 0.820 -0.434 -1.846
H 2.846 -1.234 0.649
H 2.405 1.428 0.391
O -0.600 0.962 0.904
C -1.754 1.308 0.615
C -2.799 0.375 0.622
N -2.372 -0.839 0.981
N -1.282 -1.149 1.260
O -0.416 -1.863 1.596
H -1.994 2.336 0.342
H -3.831 0.535 0.395



Entry 3:
Entry from the OMol25 dataset: one molecule with the formula C6H4O (ωB97M-V/def2-TZVPD).

The HOMO energy comes out at -10.210 eV. For the relative energy (zero: lowest compared OMol25 entry of this formula, charge and spin), the calculation gives 52.7 kcal per mole. The SMILES is C#CC(=O)C#CC. The value obtained for the frontier orbital gap is 0.365 Ha.

Element x y z (Å)
C -2.876 0.589 -1.710
C -2.258 0.183 -0.760
C -1.562 -0.331 0.416
O -2.168 -0.832 1.340
C -0.115 -0.207 0.412
C 1.089 -0.138 0.473
C 2.544 -0.064 0.570
H -3.436 0.944 -2.548
H 2.966 -1.066 0.697
H 2.835 0.537 1.437
H 2.981 0.386 -0.327



The highest relative energy (zero: lowest compared OMol25 entry of this formula, charge and spin) belongs to which entry? C6H4O